{"formula": "C7H14", "method": "the ωB97M-V functional and the def2-TZVPD basis", "symbols": ["C", "C", "C", "C", "C", "C", "C", "H", "H", "H", "H", "H", "H", "H", "H", "H", "H", "H", "H", "H", "H"], "xyz": [[-1.641, 0.643, -1.923], [-0.905, 0.980, -0.865], [-0.344, 0.040, 0.147], [-0.257, -1.418, -0.266], [-0.774, 0.407, 1.556], [0.648, 0.618, 1.144], [1.715, -0.221, 1.810], [-1.869, -0.392, -2.161], [-2.055, 1.397, -2.585], [-0.726, 2.039, -0.668], [-0.008, -1.498, -1.329], [-1.200, -1.947, -0.100], [0.523, -1.952, 0.283], [-1.428, 1.267, 1.671], [-0.982, -0.408, 2.244], [0.948, 1.648, 0.955], [1.337, -1.216, 2.064], [2.606, -0.344, 1.184], [2.023, 0.251, 2.749], [0.850, 0.167, -2.863], [1.536, -0.062, -3.047]], "mulliken_charge": [-0.860, -0.521, 1.648, -1.659, -0.923, 0.109, -1.617, 0.272, 0.263, 0.241, 0.375, 0.337, 0.353, 0.261, 0.281, 0.373, 0.328, 0.338, 0.391, -0.249, 0.259], "energy_ev": -7483.9130, "multiplicity": 1, "de_lowest_ev": 2.3814, "smiles": "C=C[C@]1(C)C[C@H]1C.[H][H]", "max_force_ev_per_a": 0.227, "orbital_gap_ev": 10.10}